Entry 1:
C25H49MoNO10P2Te as an isolated structure, computed with the ωB97M-V functional and the def2-TZVPD basis.

Geometry as XYZ:
```
89
Properties=species:S:1:pos:R:3:forces:R:3
Mo -0.0284 -0.0896 0.0563 -0.475 -0.059 0.244
C -0.0469 2.5141 -1.9737 0.042 0.019 -0.219
O -0.9054 1.6043 -1.2334 -0.106 -0.545 0.571
C -1.7668 2.3098 -0.3046 0.116 0.107 0.015
C -0.9435 2.7959 0.8729 -0.028 -0.006 -0.135
O 0.0285 1.7425 1.1371 0.159 0.150 0.152
C 0.7556 1.8208 2.3986 0.077 -0.123 -0.089
C 1.0731 0.3929 2.7772 -0.047 0.043 -0.092
O 1.5035 -0.3460 1.5903 -0.135 0.164 -0.262
C 2.9043 -0.0571 1.2491 0.051 -0.089 0.110
H -0.6738 3.1570 -2.5867 -0.097 -0.002 0.001
H 0.5904 1.9087 -2.6007 0.026 -0.073 -0.014
H 0.5596 3.1177 -1.3011 0.017 -0.040 0.073
H -2.5178 1.5946 0.0089 -0.123 -0.108 0.012
H -2.2610 3.1447 -0.7950 -0.018 0.053 -0.144
H -1.5887 2.9377 1.7367 0.010 -0.057 0.157
H -0.4045 3.7192 0.6834 0.107 0.066 -0.056
H 0.1315 2.2759 3.1634 -0.111 0.072 0.017
H 1.6393 2.4350 2.2520 0.081 0.077 -0.084
H 0.1929 -0.1178 3.1474 -0.102 -0.122 0.012
H 1.8503 0.3531 3.5340 0.141 -0.066 0.026
H 3.4969 -0.1586 2.1523 -0.022 -0.037 0.120
H 3.0063 0.9441 0.8409 -0.073 0.101 -0.042
H 3.2198 -0.7844 0.5190 -0.019 -0.115 -0.071
C 5.2860 -2.7324 -1.3151 -0.089 0.047 0.078
C 4.9688 -1.5834 -2.2410 0.246 -0.077 -0.126
C 6.0817 -0.5734 -2.3444 -0.031 0.100 0.036
O 3.7607 -0.8518 -1.6938 -0.015 -0.091 0.020
P 2.3423 -0.9154 -2.3059 0.323 -0.108 -0.088
O 1.4538 -0.0628 -1.3893 -0.064 0.163 0.371
C 1.7615 -2.6235 -2.3461 -0.070 0.146 0.023
P -0.0182 -2.7531 -2.1680 0.027 -0.099 0.332
O -0.4537 -1.8655 -0.9871 0.005 -0.022 -0.247
O -0.4028 -4.1845 -1.7205 -0.021 -0.048 0.050
C -0.1179 -5.4524 -2.4995 0.050 -0.229 -0.053
C 0.6516 -6.3544 -1.5642 -0.014 0.146 0.090
C -1.4338 -6.0295 -2.9536 -0.054 0.121 -0.001
O -0.5539 -2.4030 -3.5589 -0.162 0.290 0.006
C -1.8738 -1.8634 -4.0519 -0.210 0.046 0.019
C -1.7986 -0.3578 -4.0063 0.184 -0.101 -0.081
C -3.0303 -2.4456 -3.2729 0.140 -0.103 -0.001
O 2.3058 -0.5107 -3.7805 -0.125 0.180 -0.151
C 2.9750 0.6560 -4.4858 0.057 0.134 -0.147
C 1.8925 1.4296 -5.1989 -0.058 -0.120 0.022
C 3.9978 0.0804 -5.4269 0.072 -0.082 -0.031
H 6.1874 -3.2311 -1.6741 -0.032 0.003 0.007
H 4.4905 -3.4797 -1.2789 0.038 0.026 -0.007
H 5.4878 -2.3685 -0.3058 0.011 -0.021 -0.035
H 4.6963 -1.9490 -3.2344 -0.111 0.031 0.037
H 6.3843 -0.2245 -1.3556 -0.013 -0.013 -0.040
H 5.7951 0.2861 -2.9518 0.029 -0.043 0.026
H 6.9438 -1.0488 -2.8150 -0.013 0.026 0.018
H 2.2263 -3.1695 -1.5222 -0.005 -0.010 0.014
H 2.0798 -3.0585 -3.2974 0.002 -0.055 0.065
H 0.4918 -5.1712 -3.3604 0.011 0.085 0.007
H 0.0511 -6.5667 -0.6771 0.033 -0.041 -0.015
H 1.6005 -5.9103 -1.2554 -0.047 -0.041 -0.020
H 0.8642 -7.3036 -2.0560 0.005 0.043 -0.028
H -2.1058 -6.1705 -2.1049 0.020 -0.039 -0.028
H -1.2544 -7.0027 -3.4118 -0.003 0.022 0.009
H -1.9203 -5.3997 -3.6977 0.018 -0.024 0.023
H -1.8930 -2.2089 -5.0797 0.085 -0.106 -0.066
H -1.7398 -0.0154 -2.9752 -0.035 0.098 0.117
H -2.6964 0.0604 -4.4616 0.006 -0.010 0.002
H -0.9319 0.0038 -4.5625 -0.047 -0.007 0.016
H -2.9809 -2.1576 -2.2196 -0.033 0.037 0.009
H -3.0675 -3.5316 -3.3498 0.007 0.043 0.018
H -3.9597 -2.0566 -3.6895 0.014 0.010 0.012
H 3.4491 1.2585 -3.7101 -0.044 -0.046 0.123
H 1.5278 0.8715 -6.0623 -0.002 0.025 0.029
H 2.2999 2.3779 -5.5516 0.011 -0.048 -0.010
H 1.0506 1.6429 -4.5420 0.009 0.053 -0.041
H 3.5199 -0.5657 -6.1649 0.019 0.027 0.026
H 4.7774 -0.4788 -4.9093 -0.042 0.053 -0.043
H 4.4777 0.9037 -5.9593 -0.004 -0.031 0.001
O -2.0308 -1.5874 1.6555 -0.170 0.052 0.027
N -1.2634 -0.7493 1.0943 0.567 0.083 -0.629
Te -1.7767 -3.6462 1.4681 -0.121 0.021 0.253
C -2.7536 -3.9706 3.2364 0.216 -0.037 -0.404
C -2.2416 -5.0317 4.0421 -0.047 0.171 -0.203
C -2.7638 -5.2116 5.2926 -0.244 0.018 0.168
C -3.8333 -4.4027 5.7201 0.000 0.046 -0.194
C -4.3676 -3.3822 4.8949 -0.062 -0.287 0.260
C -3.8562 -3.1807 3.6452 0.184 0.048 -0.040
H -1.4453 -5.6773 3.6896 0.057 0.072 0.010
H -2.3684 -5.9818 5.9407 -0.058 -0.023 0.017
H -4.2886 -4.5952 6.6837 0.045 0.063 0.047
H -5.2069 -2.7929 5.2402 -0.002 -0.045 0.034
H -4.2989 -2.4478 2.9844 0.083 0.064 0.006
```
Positions in Å, forces in eV/Å.

The LUMO energy (spin up / spin down) comes out at -12.627 / -13.937 eV. The charge is +4. As for the orbital gap (spin up / spin down): 7.16 / 5.95 eV. The calculation puts the HOMO energy (spin up / spin down) at -19.78 / -19.88 eV. As for the multiplicity: 3.

Atomic partial charges in e from the Löwdin method, atoms 1 to 2:
1. Mo 1.8533
2. C -0.0051


Entry 2:
A 3-piece molecular cluster, C25H49N4O6 overall, computed with the ωB97M-V functional and the def2-TZVPD basis.

Geometry as XYZ:
```
84
Properties=species:S:1:pos:R:3:forces:R:3
C 1.5109 -2.1953 0.7929 0.865 -0.301 0.599
C 2.9127 -1.5453 1.2266 -0.257 0.775 -1.011
O 3.0708 -1.4616 2.6576 -1.992 -0.227 -1.587
N 4.4081 -1.3082 2.9671 2.727 -0.039 0.926
C 4.6136 -0.6097 4.2584 -0.337 -0.016 0.504
C 4.1808 0.9320 4.2739 0.343 -0.301 -0.180
C 5.0800 1.8915 3.3598 -0.606 1.337 1.213
C 4.5159 3.3982 3.5844 0.574 1.871 -2.484
N 3.9745 3.8259 4.9159 0.543 -0.750 -1.040
O 4.5424 4.2686 2.6710 -0.227 -3.214 3.081
C 6.1279 -0.8629 4.7473 5.124 -0.519 0.592
O 6.3191 -1.2892 5.9477 -1.887 1.129 -2.541
O 7.2348 -0.6560 3.9650 -5.265 -0.083 1.505
H 0.7403 -2.0456 1.6294 1.031 -0.039 -1.377
H 1.6853 -3.3177 0.6700 -0.460 1.425 0.135
H 1.1710 -1.7494 -0.2065 0.419 -0.565 1.601
H 3.7875 -2.1115 0.7267 -1.244 0.607 0.993
H 2.9408 -0.4741 0.8216 0.050 -1.319 0.420
H 4.9502 -0.8911 2.1961 -0.492 0.131 0.536
H 3.9444 -1.1399 5.0341 1.110 0.731 -1.249
H 3.0969 1.0083 3.9031 1.394 -0.178 0.492
H 4.1976 1.2821 5.3662 0.090 -0.531 -1.597
H 6.1814 1.9464 3.6999 -1.645 -0.489 -0.508
H 5.0278 1.6461 2.2512 0.082 0.387 1.490
H 3.0727 3.3399 5.0238 0.535 0.237 0.106
H 4.5913 3.4879 5.6725 -0.480 -0.070 -0.605
C 1.6524 3.8202 -2.4157 -0.220 0.333 -0.041
C 1.3004 2.3514 -2.0902 0.951 1.111 -1.504
C 0.0056 1.9172 -2.8100 -0.293 -0.153 0.226
C -1.2625 2.4734 -2.1783 -0.012 0.027 0.044
C -1.3065 2.1418 -0.6900 0.142 -0.326 -0.324
C -0.0441 2.6091 0.0634 -0.951 1.541 1.286
N 1.2240 2.1753 -0.6076 -1.106 -4.072 -0.258
O 1.3851 0.8518 -0.3512 0.213 2.430 -0.128
C -0.0971 4.1520 0.2083 0.052 0.211 -0.250
C -0.1239 2.1178 1.5315 0.384 -0.738 -0.252
C 2.4754 1.5728 -2.7422 -0.106 -0.482 0.640
H 0.9498 4.5537 -2.0345 -0.055 -0.055 0.088
H 2.6392 4.0797 -2.0232 -0.095 -0.113 0.055
H 1.6792 3.9778 -3.4995 0.039 -0.230 0.103
H -0.0668 0.8226 -2.8104 0.166 0.049 0.164
H 0.0428 2.2144 -3.8641 0.264 0.051 0.132
H -1.3227 3.5541 -2.3412 0.023 0.004 0.041
H -2.1380 2.0406 -2.6732 0.051 0.030 0.024
H -2.1992 2.5978 -0.2484 0.228 0.061 0.180
H -1.4324 1.0586 -0.5749 0.155 0.046 0.034
H 0.8724 4.5514 0.5080 0.038 -0.021 -0.046
H -0.8191 4.4506 0.9737 0.081 -0.292 0.003
H -0.4265 4.6655 -0.6937 0.126 -0.041 -0.064
H -0.2199 1.0296 1.6079 0.213 0.166 -0.147
H -1.0013 2.5354 2.0338 0.066 0.146 -0.313
H 0.7593 2.4276 2.0972 -0.011 -0.045 -0.109
H 3.4271 1.8092 -2.2583 -0.138 -0.033 0.052
H 2.5701 1.8407 -3.7987 -0.210 0.210 0.156
H 2.3344 0.4895 -2.7100 -0.031 0.136 0.197
C -3.0506 -3.6890 -3.3819 -0.350 -0.183 -0.149
C -2.7525 -3.2038 -1.9454 0.884 -1.303 -1.486
C -3.2377 -4.2306 -0.9001 -0.252 0.150 0.296
C -4.7467 -4.2352 -0.7003 -0.017 0.015 -0.018
C -5.2473 -2.8291 -0.3839 0.328 -0.208 0.137
C -4.8171 -1.7905 -1.4401 -1.928 0.490 -0.761
N -3.3503 -1.8475 -1.7443 1.190 0.273 4.006
O -2.6978 -1.2711 -0.7017 -0.919 -0.441 -2.166
C -5.6602 -2.0113 -2.7225 0.005 -0.270 -0.166
C -5.2594 -0.3813 -0.9691 0.730 0.043 0.418
C -1.1999 -3.2035 -1.9069 -0.143 0.648 0.526
H -4.1041 -3.7550 -3.6328 -0.057 0.055 0.065
H -2.5806 -3.0326 -4.1194 -0.023 0.032 0.141
H -2.6501 -4.6963 -3.5380 0.097 0.173 0.174
H -2.7673 -4.0213 0.0683 0.058 0.183 -0.153
H -2.9088 -5.2373 -1.1802 0.118 0.218 -0.169
H -5.2437 -4.6376 -1.5885 -0.017 0.055 -0.002
H -5.0044 -4.9069 0.1246 0.009 0.033 -0.077
H -6.3391 -2.8486 -0.2982 0.074 0.230 -0.169
H -4.8721 -2.5362 0.6039 0.111 0.097 -0.144
H -5.2321 -1.4757 -3.5705 0.068 -0.036 -0.006
H -6.6813 -1.6422 -2.5904 0.197 0.092 0.203
H -5.7808 -3.0592 -2.9921 0.150 0.013 -0.037
H -4.8422 -0.1122 0.0068 0.144 -0.092 -0.260
H -6.3464 -0.3320 -0.8580 0.115 -0.280 -0.161
H -4.9663 0.3842 -1.6932 0.052 -0.085 0.045
H -0.7841 -2.4718 -2.6056 -0.099 0.008 0.093
H -0.8116 -4.1855 -2.1923 -0.323 0.030 -0.061
H -0.8015 -2.9918 -0.9120 -0.163 0.125 -0.119
```
Positions in Å, forces in eV/Å.

The LUMO energy (spin up / spin down) comes out at 1.781 / 1.050 eV. The charge is -1. As for the orbital gap (spin up / spin down): 5.79 / 5.06 eV. The calculation puts the HOMO energy (spin up / spin down) at -4.01 / -4.01 eV. Its energy above the lowest of the compared OMol25 structures with the same formula, charge and spin is 2.699 eV. As for the multiplicity: 3.

Atomic partial charges in e from the Löwdin method, atoms 1 to 2:
1. C -0.0906
2. C -0.2547